# 1
This record from OMol25 describes a cluster of 8 separate species, C22H52N8O9 in total in a non-equilibrium geometry. The level of theory is ωB97M-V/def2-TZVPD.

CARTESIAN COORDINATES (ANGSTROEM)
1 N 2.85829 1.01742 -0.83980
2 C 3.76206 -0.11950 -1.20050
3 O 3.89364 -1.07413 -0.34941
4 O 4.45696 -0.20566 -2.37952
5 H 1.85863 0.73920 -0.86658
6 H 2.94498 1.85131 -1.47655
7 H 3.13914 1.36580 0.09992
8 C -0.66540 3.44375 2.96037
9 N 0.09101 2.58504 2.06973
10 C 1.51305 2.42047 2.29404
11 C -0.49513 1.92970 1.02984
12 O 0.07932 1.19296 0.24284
13 H -0.25217 4.45434 2.91470
14 H -0.58187 3.05973 3.97955
15 H -1.71809 3.47453 2.67511
16 H 2.05629 2.75127 1.40408
17 H 1.72925 1.36226 2.46432
18 H 1.83483 3.00370 3.15749
19 H -1.57631 2.12552 0.95165
20 C 2.74342 -3.61710 1.15802
21 N 2.88575 -4.63776 2.17830
22 C 4.21520 -5.08455 2.54341
23 C 1.80793 -5.18902 2.80309
24 O 1.85518 -6.04885 3.66679
25 H 3.18546 -3.98130 0.22751
26 H 3.26558 -2.71439 1.48176
27 H 1.69191 -3.38001 0.98612
28 H 4.29549 -6.15900 2.35909
29 H 4.37574 -4.89903 3.60854
30 H 4.97035 -4.55507 1.96104
31 H 0.84813 -4.77761 2.44998
32 C -0.04265 -3.41338 -2.61357
33 N 0.64240 -2.36665 -3.34525
34 C 2.04326 -2.11167 -3.05849
35 C 0.01142 -1.61613 -4.29217
36 O 0.52510 -0.72174 -4.94281
37 H -0.00906 -3.18180 -1.54594
38 H 0.46213 -4.36506 -2.79733
39 H -1.08428 -3.49448 -2.92921
40 H 2.15736 -1.07870 -2.72813
41 H 2.62705 -2.25369 -3.97074
42 H 2.40560 -2.78684 -2.28245
43 H -1.04692 -1.89445 -4.42775
44 C -2.13499 -9.21376 2.03432
45 N -1.43734 -8.17254 1.30886
46 C -0.04056 -7.92250 1.60942
47 C -2.05311 -7.41988 0.35213
48 O -1.52548 -6.53138 -0.29286
49 H -2.11252 -8.97992 3.10180
50 H -1.63233 -10.16833 1.85815
51 H -3.17325 -9.29047 1.70665
52 H 0.07409 -6.88889 1.93909
53 H 0.55159 -8.06912 0.70230
54 H 0.31150 -8.59733 2.39035
55 H -3.11097 -7.69195 0.20355
56 C -2.35248 2.53350 -4.71209
57 N -2.58305 2.65321 -3.28639
58 C -1.57053 2.16926 -2.36896
59 C -3.72231 3.20646 -2.78070
60 O -3.97655 3.33641 -1.59574
61 H -2.22293 1.47816 -4.96441
62 H -1.44624 3.08580 -4.97372
63 H -3.19331 2.93650 -5.27944
64 H -2.00665 1.39743 -1.73017
65 H -1.23417 2.99703 -1.73923
66 H -0.72193 1.75619 -2.91633
67 H -4.42371 3.54079 -3.56243
68 C 3.30540 6.83375 -2.81773
69 N 2.84467 5.46026 -2.78437
70 C 2.22426 4.89793 -3.96983
71 C 2.97553 4.68334 -1.67809
72 O 2.60852 3.52051 -1.58565
73 H 2.45664 7.48825 -3.03055
74 H 4.05485 6.93805 -3.60599
75 H 3.74830 7.12130 -1.86275
76 H 1.20940 4.57512 -3.72404
77 H 2.79908 4.02797 -4.29668
78 H 2.18999 5.63676 -4.77123
79 H 3.45817 5.20575 -0.83737
80 C -5.88572 4.88746 3.77987
81 N -4.71833 4.29628 4.40209
82 C -4.67122 2.85813 4.58152
83 C -3.66282 5.05062 4.82419
84 O -2.65463 4.61732 5.35285
85 H -6.76799 4.64785 4.37891
86 H -6.00186 4.47296 2.77523
87 H -5.78468 5.97178 3.70983
88 H -4.56503 2.63309 5.64572
89 H -3.80313 2.45884 4.05092
90 H -5.58060 2.39419 4.19759
91 H -3.80161 6.12839 4.64029

Computed properties:
Charge   0
SMILES   [NH3+]C(=O)[O-].CN(C)C=O.CN(C)C=O.CN(C)C=O.CN(C)C=O.CN(C)C=O.CN(C)C=O.CN(C)C=O
Gap between HOMO and LUMO   0.3090 Eh
Calculated total energy   -1984.651048 hartree
Relative energy (zero: lowest compared OMol25 entry of this formula, charge and spin)   0.0 kcal per mole
Multiplicity   1
LUMO energy   0.2 eV

# 2
This record from OMol25 describes the molecule C4H9NO3 in a non-equilibrium geometry. The level of theory is ωB97M-V/def2-TZVPD.

CARTESIAN COORDINATES (ANGSTROEM)
1 O -0.48668 -1.69063 -1.43133
2 C -1.64258 -1.06755 -1.06184
3 N -1.71052 0.00841 0.35194
4 C -0.39227 0.48841 0.58948
5 C 0.40015 0.95671 -0.70035
6 O 1.44679 1.88116 -0.39247
7 C 0.52418 -0.51322 1.32761
8 O 1.85170 -0.07272 1.62499
9 H -2.43601 -1.81044 -0.93874
10 H -2.06040 -0.39452 -1.78849
11 H -0.47930 1.30831 1.26640
12 H -0.30465 1.34720 -1.35745
13 H 0.77485 0.03232 -1.26039
14 H 1.56231 2.54360 -1.02655
15 H 0.46748 -1.46081 0.70137
16 H -0.00040 -0.78721 2.30552
17 H 2.48537 -0.76900 1.79030

Computed properties:
Charge   0
Gap between HOMO and LUMO   0.2088 Eh
Calculated total energy   -438.014598 hartree
Relative energy (zero: lowest compared OMol25 entry of this formula, charge and spin)   197.3 kcal per mole
Multiplicity   1
LUMO energy   -3.2 eV

# 3
This record from OMol25 describes a cluster of 4 separate species, C2H13N2O3 in total in a non-equilibrium geometry. The level of theory is ωB97M-V/def2-TZVPD.

CARTESIAN COORDINATES (ANGSTROEM)
1 C -0.16347 -1.70688 1.53835
2 N 1.26145 0.93411 -0.36284
3 C 0.37735 0.16253 0.11595
4 N 0.59717 -0.50873 1.29744
5 H 0.05563 -2.40189 0.73856
6 H -1.23099 -1.46382 1.53323
7 H 0.19209 -2.16539 2.45772
8 H 2.13242 1.26684 0.06526
9 H 1.23527 1.29041 -1.32736
10 H -0.50251 -0.08972 -0.46972
11 H 1.12745 -0.09422 2.07417
12 H -0.86469 0.78072 -2.90698
13 H -0.17513 2.15558 -2.97436
14 O -0.39965 1.43827 -2.36452
15 H -1.96956 -1.38650 -2.82531
16 H -0.65159 -1.58816 -3.57401
17 O -1.00731 -1.32024 -2.71642
18 H 0.01672 0.96011 3.78007
19 H -0.16816 2.32468 2.98217
20 O 0.13752 1.41230 2.93861

Computed properties:
Charge   +2
Gap between HOMO and LUMO (spin up / spin down)   0.3513 / 0.1997 Eh
Calculated total energy   -418.501947 hartree
Relative energy (zero: lowest compared OMol25 entry of this formula, charge and spin)   36.9 kcal per mole
Multiplicity   2
LUMO energy (spin up / spin down)   -9.2 / -13.3 eV